A structure of composition C38H40F6FeN3O4S2 at a distorted geometry. Source: OMol25; level of theory: the ωB97M-V functional and the def2-TZVPD basis.

Calculated values
Multiplicity = 2
⟨S²⟩ = 0.795
DFT total energy = -125078.6762 eV

Positions of all 94 atoms, in Å:
Fe: -0.750 -1.096 0.106
F: -1.301 -3.562 -2.588
C: -2.624 -3.720 -2.531
F: -2.906 -5.016 -2.600
F: -3.169 -3.100 -3.574
S: -3.285 -2.989 -0.971
O: -2.497 -1.774 -0.839
O: -4.682 -2.845 -1.191
N: -2.987 -4.042 0.148
S: -1.644 -4.067 0.960
O: -1.858 -4.023 2.369
O: -0.607 -3.207 0.396
C: -1.007 -5.747 0.598
F: -0.709 -5.838 -0.698
F: 0.093 -5.967 1.309
F: -1.918 -6.664 0.895
C: 4.081 -0.536 -1.814
C: 2.866 -1.256 -1.225
C: 2.562 -2.552 -1.984
C: 3.053 -1.553 0.257
C: 4.144 -2.309 0.673
C: 4.318 -2.630 2.006
C: 3.387 -2.202 2.940
C: 2.277 -1.449 2.573
C: 1.326 -1.000 3.678
C: -0.095 -1.522 3.497
C: 1.320 0.522 3.869
C: 2.136 -1.121 1.219
N: 1.011 -0.361 0.768
C: 1.121 0.882 0.536
C: -0.037 1.551 -0.030
N: -1.071 0.841 -0.227
C: -2.216 1.356 -0.908
C: -2.147 1.542 -2.293
C: -3.295 1.955 -2.958
C: -4.471 2.198 -2.269
C: -4.505 2.030 -0.896
C: -3.388 1.601 -0.187
C: -3.535 1.400 1.319
C: -3.629 -0.087 1.680
C: -2.451 2.081 2.163
C: -0.891 1.190 -3.082
C: -1.007 -0.259 -3.576
C: -0.624 2.152 -4.237
C: 0.270 2.990 -0.136
C: -0.402 4.101 -0.560
C: 0.246 5.361 -0.446
C: 1.508 5.498 0.072
C: 2.230 4.357 0.516
C: 3.530 4.326 1.088
C: 4.088 3.135 1.478
C: 3.414 1.894 1.337
C: 2.160 1.899 0.794
C: 1.585 3.132 0.387
H: 3.903 -0.285 -2.861
H: 4.976 -1.160 -1.765
H: 4.286 0.390 -1.271
H: 2.003 -0.602 -1.346
H: 3.389 -3.260 -1.893
H: 2.405 -2.345 -3.045
H: 1.662 -3.028 -1.590
H: 4.867 -2.652 -0.057
H: 5.177 -3.210 2.320
H: 3.530 -2.450 3.985
H: 1.716 -1.436 4.600
H: -0.598 -1.021 2.665
H: -0.681 -1.337 4.399
H: -0.103 -2.590 3.309
H: 0.837 1.027 3.033
H: 2.335 0.914 3.963
H: 0.771 0.780 4.777
H: -3.271 2.087 -4.032
H: -5.357 2.520 -2.801
H: -5.421 2.237 -0.354
H: -4.491 1.858 1.584
H: -2.661 -0.575 1.544
H: -4.354 -0.604 1.052
H: -3.922 -0.209 2.724
H: -1.528 1.499 2.165
H: -2.789 2.168 3.197
H: -2.223 3.083 1.793
H: -0.031 1.243 -2.416
H: -1.895 -0.375 -4.202
H: -1.099 -0.948 -2.734
H: -0.130 -0.541 -4.164
H: -1.358 2.045 -5.037
H: 0.361 1.951 -4.663
H: -0.638 3.189 -3.893
H: -1.402 4.043 -0.969
H: -0.284 6.243 -0.781
H: 1.961 6.479 0.152
H: 4.075 5.254 1.223
H: 5.078 3.136 1.916
H: 3.892 0.978 1.662

---

A structure of composition C38H40Ge2LiN3O3S. Source: OMol25; level of theory: the ωB97M-V functional and the def2-TZVPD basis.

Calculated values
Energy above the lowest of the compared OMol25 structures with the same formula, charge and spin = 0.0 kJ/mol
DFT total energy = -174736.3099 eV

Positions of all 88 atoms, in Å:
Li: -0.160 0.441 0.346
O: -3.694 -4.405 4.933
N: -3.077 -4.468 3.892
O: -3.000 -5.454 3.187
C: -2.298 -3.279 3.488
C: -1.811 -2.522 4.487
C: -0.993 -1.386 4.195
C: -0.479 -0.551 5.201
C: 0.282 0.528 4.841
C: 0.534 0.743 3.478
N: 0.080 -0.033 2.518
C: -0.693 -1.080 2.864
C: -1.261 -1.884 1.798
N: -1.000 -1.483 0.540
C: -1.562 -2.135 -0.452
C: -2.406 -3.234 -0.264
C: -2.662 -3.670 1.008
C: -2.077 -2.988 2.093
H: -2.038 -2.778 5.513
H: -0.698 -0.765 6.240
H: 0.685 1.210 5.576
H: 1.133 1.593 3.167
H: -1.351 -1.772 -1.450
H: -2.849 -3.725 -1.120
H: -3.305 -4.518 1.179
C: 0.150 2.776 -2.619
C: -0.421 1.417 -3.014
Ge: 0.834 -0.072 -2.814
C: 0.125 -1.699 -3.675
C: 0.793 -2.991 -3.218
C: 2.649 0.236 -3.489
C: 3.521 -0.081 -2.511
Ge: 2.388 -0.383 -0.912
C: 2.570 -2.046 0.123
C: 3.791 -2.138 1.038
C: 2.469 1.182 0.303
C: 3.857 1.798 0.490
C: 4.994 -0.128 -2.656
C: 5.610 -0.110 -3.911
C: 6.988 -0.149 -4.028
C: 7.788 -0.214 -2.893
C: 7.193 -0.246 -1.642
C: 5.810 -0.207 -1.530
H: -0.502 3.585 -2.956
H: 1.141 2.945 -3.046
H: 0.214 2.864 -1.533
H: -0.714 1.408 -4.070
H: -1.323 1.210 -2.434
H: 0.289 -1.545 -4.746
H: -0.960 -1.744 -3.552
H: 1.879 -2.932 -3.323
H: 0.454 -3.852 -3.797
H: 0.583 -3.198 -2.166
H: 2.970 0.545 -4.482
H: 2.533 -2.892 -0.565
H: 1.657 -2.098 0.724
H: 4.719 -2.205 0.469
H: 3.738 -3.022 1.677
H: 3.866 -1.268 1.696
H: 2.073 0.871 1.273
H: 1.791 1.947 -0.087
H: 4.545 1.106 0.979
H: 3.806 2.698 1.106
H: 4.300 2.079 -0.467
H: 5.003 -0.078 -4.806
H: 7.444 -0.134 -5.010
H: 8.866 -0.247 -2.985
H: 7.803 -0.302 -0.750
H: 5.356 -0.229 -0.548
C: -9.564 6.486 -1.121
C: -8.340 5.630 -0.895
O: -8.142 4.595 -1.469
S: -7.256 6.304 0.353
C: -5.904 5.167 0.303
C: -5.993 3.938 0.949
C: -4.923 3.064 0.930
C: -3.730 3.396 0.273
C: -3.659 4.633 -0.375
C: -4.733 5.507 -0.362
C: -2.623 2.489 0.271
C: -1.682 1.705 0.296
H: -10.407 5.835 -1.345
H: -9.378 7.127 -1.985
H: -9.790 7.119 -0.264
H: -6.909 3.670 1.460
H: -4.994 2.105 1.426
H: -2.747 4.901 -0.893
H: -4.665 6.459 -0.874

---

A structure of composition C38H40N11O2Pd at a distorted geometry. Source: OMol25; level of theory: the ωB97M-V functional and the def2-TZVPD basis.

Calculated values
Energy above the lowest of the compared OMol25 structures with the same formula, charge and spin = 184.4 kJ/mol
DFT total energy = -64014.3129 eV
Total charge = +1

Positions of all 92 atoms, in Å:
Pd: 0.527 0.298 1.083
C: -1.778 -4.839 -0.041
N: -0.868 -3.705 0.124
C: -1.183 -2.423 0.328
N: -0.079 -1.696 0.316
C: 0.910 -2.605 0.077
N: 0.463 -3.830 -0.035
C: -2.795 -4.531 -1.115
C: -4.166 -4.650 -0.931
C: -5.036 -4.316 -1.962
C: -4.560 -3.796 -3.158
C: -3.189 -3.665 -3.335
C: -2.320 -4.068 -2.330
C: -2.499 -2.998 -4.447
N: -1.549 -3.482 -5.173
N: -0.886 -2.416 -5.727
C: -1.479 -1.348 -5.310
O: -2.537 -1.641 -4.512
C: -0.969 0.022 -5.364
C: -1.741 1.130 -5.691
C: -1.182 2.395 -5.607
C: 0.109 2.560 -5.126
C: 0.872 1.459 -4.761
C: 2.239 1.627 -4.149
N: 2.290 1.237 -2.734
C: 1.445 0.536 -1.973
N: 1.976 0.368 -0.766
C: 3.152 1.051 -0.834
N: 3.371 1.582 -2.007
C: 0.345 0.188 -4.936
H: -2.248 -5.075 0.913
H: -1.158 -5.681 -0.341
H: -2.187 -2.062 0.478
H: 1.950 -2.344 -0.010
H: -4.557 -5.005 0.015
H: -6.101 -4.446 -1.822
H: -5.248 -3.504 -3.940
H: -1.253 -3.998 -2.510
H: -2.761 1.001 -6.030
H: -1.761 3.261 -5.898
H: 0.527 3.552 -5.023
H: 2.561 2.665 -4.195
H: 2.968 1.021 -4.689
H: 0.512 0.123 -2.313
H: 3.852 1.122 -0.018
H: 0.934 -0.693 -4.707
O: -1.572 1.641 2.289
H: -2.344 1.841 1.752
H: -1.086 2.470 2.386
C: 1.190 -1.667 3.390
C: 1.077 -2.392 4.763
N: 0.124 -1.689 5.606
C: -1.198 -1.749 4.998
C: -1.153 -1.157 3.559
N: 0.184 -0.587 3.313
C: 0.447 0.414 4.371
C: 0.538 -0.298 5.748
H: 1.013 -2.371 2.580
H: 2.179 -1.226 3.255
H: 2.044 -2.423 5.266
H: 0.731 -3.418 4.630
H: -1.892 -1.193 5.630
H: -1.520 -2.792 4.985
H: -1.886 -0.364 3.433
H: -1.340 -1.930 2.813
H: -0.375 1.128 4.350
H: 1.362 0.953 4.142
H: -0.107 0.187 6.481
H: 1.557 -0.280 6.135
C: -0.761 4.689 -1.642
C: 0.522 4.992 -1.213
C: 1.177 4.191 -0.295
C: 0.547 3.054 0.244
C: -0.714 2.701 -0.297
C: -1.356 3.512 -1.212
N: 1.111 2.268 1.224
C: 2.197 2.622 2.014
C: 3.093 1.616 2.421
C: 4.158 1.890 3.259
C: 4.382 3.186 3.699
C: 3.515 4.192 3.301
C: 2.428 3.923 2.485
H: -1.289 5.352 -2.314
H: 1.030 5.863 -1.608
H: 2.189 4.429 -0.003
H: -1.177 1.773 0.018
H: -2.331 3.229 -1.591
H: 2.938 0.617 2.025
H: 4.817 1.092 3.577
H: 5.223 3.410 4.341
H: 3.683 5.208 3.636
H: 1.732 4.715 2.245

---

The lowest DFT total energy belongs to which entry?
C38H40Ge2LiN3O3S